1.
The following is a quantum chemistry calculation of a 4-piece molecular cluster, C35H79BrN5O9 overall in a non-equilibrium geometry, from the OMol25 dataset.

The value obtained for the frontier orbital gap (alpha / beta) is 8.94 / 9.07 eV. Its expectation value of S² is 0.7540. The calculation puts the LUMO energy (alpha / beta) at 0.59 / 0.43 eV. The total energy is -4905.66919 Ha. The spin multiplicity is 2. Its largest force on an atom is 0.0369 hartree/bohr.

Geometry as XYZ:
```
129
C35H79BrN5O9 the ωB97M-V functional and the def2-TZVPD basis
C 0.14 -2.38 1.09
C 0.14 -0.97 0.57
O 1.43 -0.67 0.00
C -0.21 0.10 1.61
N -1.24 1.03 1.09
C -2.30 1.35 2.04
C -3.23 0.19 2.27
O -4.23 0.21 1.27
C -5.43 -0.49 1.54
C -6.22 0.21 2.66
C -6.71 1.62 2.30
C -8.21 1.67 2.15
Br -6.17 2.91 3.67
C -6.21 -0.50 0.21
C -6.99 -1.77 -0.12
C -7.48 -1.62 -1.57
C -8.26 -1.98 0.73
N -6.15 -3.02 -0.04
O -5.91 -3.62 -1.15
C -4.94 -2.91 0.81
C -4.70 -4.32 1.44
C -3.70 -2.53 -0.01
C -5.24 -1.96 1.96
H 1.07 -2.64 1.58
H -0.70 -2.56 1.76
H 0.03 -3.06 0.25
H -0.60 -0.89 -0.22
H 1.25 -0.13 -0.79
H 0.69 0.65 1.86
H -0.58 -0.37 2.52
H -0.75 1.89 0.85
H -1.91 1.69 3.01
H -2.86 2.19 1.65
H -2.66 -0.74 2.23
H -3.63 0.28 3.28
H -7.07 -0.39 2.96
H -5.61 0.29 3.55
H -6.28 1.93 1.36
H -8.59 2.68 2.07
H -8.70 1.18 2.98
H -8.51 1.13 1.25
H -6.88 0.34 0.12
H -5.46 -0.38 -0.57
H -6.67 -1.41 -2.25
H -8.13 -0.75 -1.57
H -8.08 -2.46 -1.87
H -8.21 -1.51 1.71
H -8.49 -3.03 0.84
H -9.09 -1.51 0.21
H -5.53 -4.96 1.19
H -4.70 -4.25 2.52
H -3.79 -4.78 1.09
H -3.19 -3.41 -0.38
H -2.99 -1.96 0.57
H -3.97 -1.96 -0.89
H -4.51 -2.10 2.75
H -6.19 -2.28 2.38
C -2.10 4.53 -0.45
O -1.52 4.70 0.83
C -0.10 4.62 0.85
C 0.53 5.97 1.11
N 0.38 6.86 -0.03
C 0.74 8.25 0.23
C -0.04 9.02 1.30
O -1.38 9.30 0.97
C -2.30 8.25 1.22
H -3.17 4.40 -0.30
H -1.94 5.40 -1.09
H -1.71 3.64 -0.95
H 0.29 4.17 -0.07
H 0.16 3.96 1.69
H 1.60 5.83 1.31
H 0.07 6.38 2.02
H -0.58 6.83 -0.34
H 0.61 8.79 -0.72
H 1.80 8.29 0.47
H 0.45 10.00 1.39
H 0.03 8.55 2.28
H -2.02 7.67 2.10
H -2.40 7.59 0.36
H -3.27 8.70 1.41
C 5.75 -1.35 -3.11
O 6.13 -0.14 -3.74
C 5.73 -0.03 -5.10
C 4.61 0.98 -5.27
N 3.37 0.50 -4.69
C 2.31 1.50 -4.58
C 2.56 2.73 -3.72
O 2.64 2.47 -2.33
C 3.90 2.03 -1.86
H 6.28 -1.41 -2.16
H 4.67 -1.39 -2.90
H 6.02 -2.22 -3.71
H 5.44 -1.00 -5.51
H 6.60 0.32 -5.66
H 4.46 1.18 -6.33
H 4.95 1.92 -4.80
H 3.55 0.12 -3.77
H 1.43 0.99 -4.18
H 2.04 1.84 -5.59
H 1.69 3.39 -3.84
H 3.43 3.31 -4.04
H 4.73 2.49 -2.41
H 3.98 0.94 -1.90
H 3.98 2.33 -0.81
C 8.44 -4.52 2.89
O 8.79 -5.50 1.93
C 8.07 -6.72 2.04
C 7.10 -6.89 0.89
N 5.98 -5.96 0.99
C 5.13 -5.89 -0.20
C 5.75 -5.45 -1.52
O 6.14 -4.09 -1.57
C 7.41 -3.81 -0.99
H 9.19 -3.73 2.84
H 7.46 -4.08 2.68
H 8.44 -4.93 3.90
H 7.56 -6.79 3.00
H 8.81 -7.52 1.98
H 6.71 -7.91 0.91
H 7.66 -6.77 -0.04
H 6.34 -5.04 1.18
H 4.32 -5.20 0.03
H 4.67 -6.88 -0.35
H 4.98 -5.56 -2.29
H 6.58 -6.10 -1.83
H 8.11 -4.63 -1.13
H 7.32 -3.56 0.07
H 7.80 -2.92 -1.50
```



2.
The following is a quantum chemistry calculation of a 4-piece molecular cluster, C4H12O3 overall in a non-equilibrium geometry, from the OMol25 dataset.

The value obtained for the frontier orbital gap is 8.71 eV. The energy above the lowest of the compared OMol25 structures with the same formula, charge and spin is 286.32 kJ/mol. The calculation puts the LUMO energy at 0.17 eV. As for the SMILES: C=CC=C.O.O.O. The total energy is -385.21270 Ha. Its largest force on an atom is 0.1121 hartree/bohr.

Geometry as XYZ:
```
19
C4H12O3 the ωB97M-V functional and the def2-TZVPD basis
C 0.99 0.95 1.85
C 1.37 0.83 0.58
C 0.71 0.43 -0.64
C 1.58 0.42 -1.66
H -0.18 1.05 2.13
H 1.69 1.10 2.67
H 2.46 0.77 0.44
H -0.37 0.27 -0.65
H 1.22 0.00 -2.61
H 2.62 0.83 -1.54
O -2.24 1.15 1.14
H -1.89 0.35 0.77
H -2.51 1.63 0.40
O -2.31 -1.09 -0.50
H -2.90 -1.90 -0.10
H -3.00 -0.49 -0.48
O 1.01 -2.30 -0.87
H 1.56 -2.03 -0.19
H 0.16 -1.98 -0.73
```



3.
The following is a quantum chemistry calculation of an isolated molecule of C4H6O2 in a non-equilibrium geometry, from the OMol25 dataset.

The value obtained for the frontier orbital gap is 9.25 eV. The energy above the lowest of the compared OMol25 structures with the same formula, charge and spin is 550.67 kJ/mol. The calculation puts the LUMO energy at 0.68 eV. The total energy is -306.29656 Ha. Its largest force on an atom is 0.0912 hartree/bohr.

Geometry as XYZ:
```
12
C4H6O2 the ωB97M-V functional and the def2-TZVPD basis
C 1.26 0.83 -0.18
C 0.18 0.32 0.39
C 1.76 -0.35 -1.01
C -2.02 -0.12 0.81
O 0.76 -1.37 -0.60
O -0.68 0.10 1.28
H 1.36 1.86 -0.21
H 1.71 -0.04 -1.97
H 2.67 -0.90 -0.68
H -2.46 -0.84 1.45
H -1.99 -0.24 -0.22
H -2.55 0.75 0.93
```



4.
The following is a quantum chemistry calculation of C11H16FGaN2OP as an isolated structure, from the OMol25 dataset.

As for the net charge: -1. The value obtained for the frontier orbital gap is 7.30 eV. The calculation puts the LUMO energy at 2.51 eV. The total energy is -2979.59824 Ha. Its largest force on an atom is 0.0058 hartree/bohr.

Geometry as XYZ:
```
33
C11H16FGaN2OP the ωB97M-V functional and the def2-TZVPD basis
C 3.47 -0.84 4.93
Ga 2.97 0.27 3.35
F 1.26 -0.24 2.84
P 4.29 -0.39 1.42
O 5.62 0.30 1.20
H 4.04 -0.26 5.66
H 4.08 -1.71 4.67
H 2.57 -1.21 5.43
H 3.02 1.85 3.46
H 4.41 -1.82 1.44
H 3.48 -0.40 0.24
N 0.75 -2.80 -1.37
C 0.96 -2.15 -0.23
C -0.04 -1.49 0.49
C -1.32 -1.50 -0.03
C -1.55 -2.16 -1.23
C -0.49 -2.79 -1.85
H 1.98 -2.15 0.15
H 0.23 -0.98 1.41
H -2.13 -0.98 0.47
H -2.54 -2.18 -1.68
H -0.65 -3.32 -2.79
N -3.66 1.34 -1.53
C -4.43 2.35 -1.91
C -4.02 3.35 -2.79
C -2.73 3.28 -3.30
C -1.92 2.22 -2.91
C -2.43 1.28 -2.03
H -5.43 2.38 -1.49
H -4.69 4.15 -3.05
H -2.37 4.03 -3.99
H -0.91 2.13 -3.28
H -1.82 0.45 -1.70
```